# 1
The following is a DFT calculation (ωB97M-V/def2-TZVPD) of a 8-piece molecular cluster, C6H27N6O9 overall in a non-equilibrium geometry.

```
48
Properties=species:S:1:pos:R:3:nbo_charge:R:1
C -0.287 -0.215 -1.372 -0.217
O 0.304 0.519 -0.363 -1.022
H 0.320 -0.244 -2.277 0.088
H -0.504 -1.277 -1.251 0.090
H -1.198 0.246 -1.753 0.089
C -4.106 -4.205 -1.363 -0.087
C -4.657 -4.068 0.099 -0.083
O -6.093 -3.875 0.094 -0.743
O -3.022 -5.020 -1.084 -0.710
H -3.874 -3.282 -1.893 0.174
H -4.882 -4.721 -1.929 0.173
H -4.190 -3.225 0.610 0.172
H -4.529 -4.946 0.732 0.172
H -6.523 -4.684 0.381 0.464
H -2.402 -4.450 -0.623 0.466
C 4.056 -1.339 2.193 0.737
O 5.073 -1.798 2.614 -0.688
N 2.977 -1.979 2.007 -0.822
N 3.861 -0.111 1.846 -0.833
H 3.037 -2.984 2.089 0.406
H 2.366 -1.377 1.475 0.396
H 4.606 0.567 1.915 0.405
H 2.939 0.195 1.566 0.390
C -3.793 3.467 1.050 0.740
O -4.695 3.962 1.701 -0.694
N -2.771 2.855 1.586 -0.824
N -3.588 3.646 -0.194 -0.816
H -2.766 2.480 2.525 0.405
H -2.003 2.598 0.982 0.390
H -4.281 4.181 -0.698 0.402
H -2.942 3.002 -0.626 0.391
C 5.352 0.506 -2.155 0.757
O 6.587 0.585 -2.188 -0.674
N 4.664 -0.481 -2.661 -0.835
N 4.506 1.548 -2.034 -0.839
H 3.742 -0.564 -2.257 0.392
H 5.130 -1.228 -3.156 0.405
H 3.512 1.368 -2.016 0.391
H 4.762 2.500 -1.816 0.400
O 2.309 4.077 1.705 -0.946
H 1.859 3.416 2.232 0.468
H 2.044 3.887 0.805 0.478
O 0.533 4.372 -1.970 -0.951
H -0.246 4.639 -2.458 0.463
H 0.308 3.516 -1.608 0.484
O -0.746 -0.846 3.436 -0.954
H -0.877 -0.723 2.496 0.484
H 0.128 -0.493 3.605 0.468
```

Results
Net charge ... -1
E_HOMO ... -4.263 eV
HOMO-LUMO gap ... 6.60 eV
Electronic energy ... -1250.5100 a.u.
Multiplicity ... 1

---

# 2
The following is a DFT calculation (ωB97M-V/def2-TZVPD) of a 2-piece molecular cluster, C6H13N4O overall in a non-equilibrium geometry.

```
24
Properties=species:S:1:pos:R:3:nbo_charge:R:1
C 0.958 0.496 1.469 0.707
C -1.157 -1.688 1.040 0.583
C 1.838 0.470 0.531 -0.562
C -1.393 0.986 -1.145 0.001
C 2.421 1.663 -0.226 -0.600
C -0.695 1.583 -2.311 -0.691
N -0.253 -2.635 0.549 -0.805
N -1.501 -0.578 0.465 -0.169
N -1.812 -2.016 2.164 -0.688
N -0.897 -0.145 -0.604 -0.327
O 0.087 0.466 2.250 -0.448
H 2.607 -0.382 0.563 0.284
H -2.169 1.555 -0.625 0.223
H 1.564 2.341 -0.456 0.222
H 2.968 1.479 -1.113 0.235
H 3.166 1.999 0.430 0.234
H 0.240 0.908 -2.394 0.207
H -0.488 2.663 -2.065 0.252
H -1.366 1.741 -3.253 0.266
H -0.350 -3.591 0.866 0.432
H -1.555 -2.899 2.507 0.403
H -2.487 -1.440 2.577 0.439
H 0.403 -2.283 -0.148 0.415
H -0.129 -0.693 -1.070 0.389
```

Results
Net charge ... +1
E_HOMO (spin up / spin down) ... -10.102 / -12.645 eV
HOMO-LUMO gap (spin up / spin down) ... 7.14 / 6.29 eV
Expectation value of S² ... 2.01
Electronic energy ... -530.2563 a.u.
Multiplicity ... 3

---

# 3
The following is a DFT calculation (ωB97M-V/def2-TZVPD) of C37H41As2F2N3PRuS as an isolated structure.

```
88
Properties=species:S:1:pos:R:3:mulliken_spin:R:1
Ru -0.655 -0.089 -0.116 0.843
C -3.794 -0.913 -1.879 0.001
As -2.002 -1.577 -1.535 -0.052
C -1.587 -2.162 -3.339 0.000
C -2.242 -3.256 -0.606 -0.001
C -3.176 -4.195 -1.032 0.003
C -3.359 -5.365 -0.310 0.000
C -2.612 -5.599 0.836 0.000
C -1.670 -4.669 1.255 0.001
C -1.483 -3.495 0.534 0.006
As -0.123 -2.220 1.060 0.002
C -0.183 -2.196 2.995 -0.006
C 1.453 -3.325 0.774 0.000
H -4.447 -1.746 -2.138 0.000
H -3.740 -0.230 -2.726 0.000
H -4.191 -0.381 -1.020 0.003
H -2.478 -2.645 -3.739 -0.001
H -0.768 -2.874 -3.344 0.000
H -1.348 -1.304 -3.966 0.001
H -3.771 -4.020 -1.920 0.000
H -4.090 -6.092 -0.638 0.000
H -2.761 -6.507 1.404 0.000
H -1.091 -4.869 2.149 0.000
H 0.175 -3.149 3.381 -0.001
H -1.203 -2.019 3.328 0.000
H 0.463 -1.399 3.365 0.001
H 1.233 -4.295 1.218 0.000
H 2.328 -2.894 1.251 0.001
H 1.646 -3.464 -0.287 0.000
F -5.146 -1.551 2.636 0.000
C -4.035 -0.816 2.618 -0.008
C -3.211 -0.894 1.508 -0.072
C -2.044 -0.142 1.439 0.119
C -1.716 0.685 2.541 -0.044
C -2.586 0.717 3.634 -0.004
F -2.312 1.493 4.695 0.000
C -3.748 -0.019 3.704 0.021
C -0.477 1.462 2.451 0.015
C 0.027 2.317 3.437 0.002
C 1.173 3.049 3.196 -0.002
C 1.793 2.946 1.960 0.005
C 1.261 2.070 1.041 0.027
N 0.179 1.315 1.274 -0.049
H -3.524 -1.578 0.735 0.006
H -4.393 0.033 4.569 0.000
H -0.477 2.404 4.383 0.000
H 1.569 3.701 3.964 0.000
H 2.684 3.508 1.716 0.000
H 1.724 1.960 0.074 -0.013
S -1.721 1.616 -1.305 0.143
C -1.188 3.145 -0.685 -0.005
N -0.188 3.851 -1.183 -0.003
C -0.108 5.180 -0.561 0.000
C -1.036 5.018 0.660 0.001
N -1.753 3.780 0.327 0.003
H 0.276 3.588 -2.044 0.001
H -0.472 5.937 -1.255 0.000
H 0.914 5.418 -0.277 0.000
H -1.723 5.851 0.780 0.000
H -0.474 4.878 1.584 0.000
H -2.475 3.357 0.889 0.005
C 1.613 -1.606 -2.622 0.001
P 1.494 -0.297 -1.360 0.047
C 1.825 1.196 -2.369 -0.006
C 2.863 2.083 -2.094 0.009
C 3.034 3.229 -2.861 -0.001
C 2.178 3.493 -3.920 0.006
C 1.145 2.607 -4.212 -0.010
C 0.967 1.471 -3.437 0.015
C 3.015 -0.514 -0.377 -0.030
C 4.237 -0.712 -1.025 0.002
C 5.405 -0.871 -0.296 0.000
C 5.371 -0.828 1.091 0.000
C 4.165 -0.626 1.747 0.001
C 2.997 -0.471 1.015 0.006
H 2.629 -1.682 -3.004 0.000
H 0.957 -1.355 -3.452 -0.001
H 1.312 -2.569 -2.214 0.000
H 3.559 1.877 -1.289 0.001
H 3.852 3.903 -2.644 0.000
H 2.324 4.375 -4.531 0.000
H 0.486 2.797 -5.049 -0.001
H 0.148 0.801 -3.666 0.014
H 4.291 -0.727 -2.106 0.000
H 6.342 -1.027 -0.812 0.000
H 6.283 -0.953 1.658 0.000
H 4.133 -0.593 2.828 0.000
H 2.061 -0.329 1.540 -0.004
```

Results
Net charge ... +2
E_HOMO (spin up / spin down) ... -13.516 / -13.668 eV
HOMO-LUMO gap (spin up / spin down) ... 8.49 / 6.93 eV
Expectation value of S² ... 0.76
Electronic energy ... -7104.1329 a.u.
Multiplicity ... 2

---

# 4
The following is a DFT calculation (ωB97M-V/def2-TZVPD) of a 13-piece molecular cluster, H25O13 overall in a non-equilibrium geometry.

```
38
Properties=species:S:1:pos:R:3:nbo_charge:R:1
O 0.039 -0.388 0.345 -1.266
H 0.285 0.026 -0.533 0.508
O 2.160 -2.008 -0.215 -0.979
H 1.430 -1.376 -0.158 0.482
H 1.677 -2.827 0.011 0.465
O -1.238 2.643 -0.931 -0.986
H -1.470 2.214 -1.719 0.452
H -1.597 2.114 -0.227 0.476
O 1.561 2.488 -1.505 -0.914
H 1.666 2.163 -2.396 0.450
H 2.475 2.530 -1.153 0.467
O -2.071 0.948 0.815 -0.983
H -1.639 1.350 1.598 0.467
H -1.256 0.450 0.565 0.499
O -2.589 -2.283 1.342 -0.965
H -2.143 -1.638 1.826 0.468
H -2.120 -2.309 0.506 0.480
O 0.469 -2.371 1.925 -0.996
H 0.435 -1.569 1.354 0.495
H 1.372 -2.481 2.238 0.457
O -1.641 0.956 -2.915 -0.937
H -1.821 0.088 -2.512 0.489
H -1.836 0.835 -3.874 0.480
O 2.442 0.692 1.210 -0.981
H 1.520 0.327 0.989 0.501
H 2.687 0.252 2.043 0.460
O 0.115 0.344 2.972 -1.012
H 0.089 0.109 1.988 0.503
H 0.526 -0.353 3.454 0.469
O 0.649 2.675 1.335 -0.962
H 1.269 2.001 1.645 0.488
H 0.024 2.852 2.044 0.451
O -0.994 -2.637 -0.898 -0.955
H -0.594 -1.852 -0.565 0.502
H -1.147 -2.388 -1.832 0.443
O 0.738 -0.444 -2.714 -0.956
H 0.030 0.169 -2.929 0.479
H 0.501 -1.301 -3.130 0.460
```

Results
Net charge ... -1
E_HOMO ... -6.329 eV
HOMO-LUMO gap ... 8.46 eV
Electronic energy ... -993.1462 a.u.
Multiplicity ... 1